9
Properties=species:S:1:pos:R:3:nbo_charge:R:1 method="wB97M-V/def2-TZVPD" lumo_energy_ev="3.76 / 4.08" energy_ev=-20220.8613 homo_lumo_gap_ev="7.2 / 7.5" total_charge=-1
C -1.54 0.38 0.36 0.059
N 0.54 0.17 -0.87 -1.061
O 2.15 -1.68 0.15 -1.020
O 2.10 0.67 0.99 -1.008
F -2.73 -0.05 -0.16 -0.395
S 1.94 -0.20 -0.21 1.772
H -1.19 -0.22 1.17 0.161
H -1.48 1.40 0.07 0.152
H 0.22 -0.47 -1.50 0.339